{"formula": "C46H110N12O14", "method": "wB97M-V/def2-TZVPD", "elements": ["C", "C", "C", "C", "C", "C", "C", "C", "C", "N", "O", "H", "H", "H", "H", "H", "H", "H", "H", "H", "H", "H", "H", "H", "H", "H", "H", "H", "H", "H", "C", "C", "C", "C", "C", "C", "C", "C", "C", "N", "O", "H", "H", "H", "H", "H", "H", "H", "H", "H", "H", "H", "H", "H", "H", "H", "H", "H", "H", "H", "C", "C", "C", "C", "C", "C", "C", "C", "C", "N", "O", "H", "H", "H", "H", "H", "H", "H", "H", "H", "H", "H", "H", "H", "H", "H", "H", "H", "H", "H", "C", "C", "C", "C", "C", "C", "C", "C", "C", "N", "O", "H", "H", "H", "H", "H", "H", "H", "H", "H", "H", "H", "H", "H", "H", "H", "H", "H", "H", "H", "N", "C", "N", "O", "H", "H", "H", "H", "N", "C", "N", "O", "H", "H", "H", "H", "N", "C", "N", "O", "H", "H", "H", "H", "N", "C", "N", "O", "H", "H", "H", "H", "O", "C", "C", "O", "H", "H", "H", "H", "H", "H", "O", "C", "C", "O", "H", "H", "H", "H", "H", "H", "O", "C", "C", "O", "H", "H", "H", "H", "H", "H"], "positions_angstrom": [[5.19865, 6.25796, 1.35887], [5.20926, 5.54336, -0.01094], [5.08186, 6.64048, -1.09528], [6.58957, 4.90672, -0.21610], [6.78550, 3.58787, 0.51027], [5.82153, 2.57205, 0.04931], [4.31595, 3.09299, 0.24551], [3.43911, 2.21252, -0.66716], [3.88934, 2.80483, 1.70605], [4.16442, 4.52864, -0.16569], [2.88920, 5.04050, 0.14547], [5.83839, 7.13667, 1.45636], [4.26808, 6.72826, 1.68963], [5.37475, 5.52616, 2.15173], [4.17595, 7.24309, -1.04421], [5.88372, 7.36767, -0.93135], [5.31551, 6.28746, -2.09995], [6.88047, 4.88749, -1.26719], [7.38935, 5.46059, 0.28353], [7.75471, 3.22431, 0.15693], [6.75683, 3.80594, 1.57896], [5.93265, 1.58677, 0.50453], [5.96774, 2.43292, -1.02471], [2.39696, 2.45601, -0.45507], [3.75217, 1.17757, -0.53276], [3.55682, 2.47266, -1.72021], [4.51252, 3.36719, 2.40987], [4.03208, 1.77361, 2.03119], [2.86862, 3.11948, 1.93300], [2.83431, 4.89575, 1.10154], [1.12721, -0.31062, 1.17163], [-0.20147, 0.45097, 0.88126], [-0.24601, 1.81832, 1.51583], [-0.31656, 0.75572, -0.61928], [-0.70629, -0.41358, -1.54233], [-2.00221, -1.02966, -1.02572], [-1.97538, -1.35999, 0.50985], [-3.43943, -1.56500, 0.90406], [-1.20919, -2.69061, 0.56424], [-1.39789, -0.31361, 1.33575], [-1.48339, -0.54849, 2.72124], [1.89242, 0.37475, 1.53441], [0.95379, -0.96298, 2.03418], [1.44593, -1.00524, 0.39559], [0.45063, 2.56201, 1.13326], [-1.23166, 2.28009, 1.51036], [-0.17310, 1.63184, 2.59335], [-1.09488, 1.51332, -0.74944], [0.59242, 1.22483, -0.99974], [-0.72066, 0.08874, -2.51025], [0.15516, -1.08262, -1.51490], [-2.09191, -1.94603, -1.60908], [-2.83071, -0.35205, -1.24053], [-3.55300, -2.39179, 1.60905], [-4.02522, -1.91628, 0.05098], [-3.91354, -0.65083, 1.25680], [-1.35455, -3.07946, 1.57588], [-0.13340, -2.65795, 0.39507], [-1.64186, -3.36554, -0.17388], [-0.59442, -0.88370, 2.92846], [3.73409, -3.07243, -4.28193], [3.19180, -2.32551, -3.04583], [2.18486, -1.22582, -3.52921], [2.33708, -3.21908, -2.08338], [3.03877, -4.14298, -1.10056], [4.08954, -3.28870, -0.38985], [5.05701, -2.54040, -1.33632], [5.73927, -1.59240, -0.34343], [6.11462, -3.52582, -1.91336], [4.34569, -1.77294, -2.34400], [5.00503, -0.70638, -2.96780], [4.60085, -2.63388, -4.78091], [4.26360, -3.89511, -3.79012], [3.02408, -3.37312, -5.05015], [2.26775, -0.73387, -4.49988], [1.19225, -1.67507, -3.59522], [2.18149, -0.41126, -2.80212], [1.64738, -2.65318, -1.44925], [1.64971, -3.81707, -2.68803], [2.36313, -4.64329, -0.40955], [3.53459, -4.84739, -1.77579], [4.75365, -3.90252, 0.21938], [3.57044, -2.52856, 0.19691], [6.52737, -1.00720, -0.83216], [6.33385, -2.05517, 0.44811], [5.16332, -0.82540, 0.17618], [5.69993, -4.43396, -2.34827], [6.78990, -3.85531, -1.12208], [6.72541, -3.00470, -2.65398], [5.80455, -1.15861, -3.27527], [-6.49151, -1.69213, -7.18241], [-5.49587, -2.14865, -6.10585], [-4.13718, -2.54653, -6.77945], [-5.14612, -0.86805, -5.30930], [-4.37082, -1.18497, -4.02595], [-5.05870, -2.24571, -3.16034], [-5.48926, -3.54758, -3.93977], [-4.23457, -4.41389, -4.09039], [-6.44465, -4.29885, -3.00628], [-6.12763, -3.17509, -5.23411], [-6.51050, -4.27369, -6.01971], [-7.47480, -1.50561, -6.75057], [-6.20312, -0.78261, -7.71048], [-6.56775, -2.46064, -7.95357], [-4.07388, -2.15224, -7.79522], [-3.27800, -2.18184, -6.22141], [-4.00896, -3.61730, -6.96691], [-4.47195, -0.29077, -5.94178], [-6.09497, -0.35663, -5.14322], [-3.34919, -1.46717, -4.29172], [-4.21603, -0.37433, -3.31020], [-6.01381, -1.87347, -2.78039], [-4.42554, -2.37420, -2.28128], [-3.99191, -4.88405, -3.14056], [-3.34110, -3.94723, -4.51069], [-4.45931, -5.13677, -4.88204], [-7.04346, -5.00983, -3.57485], [-7.17221, -3.57380, -2.63188], [-5.89606, -4.64657, -2.13416], [-5.61934, -4.54326, -6.29565], [-2.06556, 4.24757, -0.14234], [-3.28656, 3.82070, -0.57222], [-3.63030, 2.62475, 0.03598], [-3.96565, 4.23551, -1.49143], [-1.77135, 3.88211, 0.74574], [-1.75246, 5.15218, -0.45168], [-3.09215, 2.12246, 0.71827], [-4.41422, 2.21187, -0.44879], [-7.60487, -0.73342, -0.03048], [-7.60520, 0.48557, -0.64600], [-8.70395, 0.74337, -1.34517], [-6.71614, 1.32211, -0.48778], [-6.90713, -0.99468, 0.63921], [-8.43236, -1.26455, -0.23030], [-9.31501, -0.03932, -1.49873], [-8.76391, 1.59023, -1.88175], [-3.83048, 0.84923, 3.52381], [-3.64586, 1.48605, 4.69998], [-2.38049, 1.68627, 5.04344], [-4.55913, 2.08073, 5.29690], [-3.13009, 0.29964, 3.04404], [-4.72607, 0.87548, 3.06714], [-1.64757, 1.11029, 4.66242], [-2.26672, 2.42575, 5.71462], [3.86841, 1.17336, 5.04699], [2.95865, 0.18150, 4.94271], [1.88024, 0.40505, 5.67723], [2.89151, -0.69654, 4.07107], [4.61586, 1.03713, 4.38250], [3.92282, 1.76392, 5.85388], [1.85643, 1.22588, 6.25486], [1.03257, -0.08366, 5.43580], [2.05014, 6.10161, 2.84301], [0.84595, 6.83291, 2.48325], [-0.08618, 5.75643, 2.01476], [-0.53618, 4.88658, 3.01729], [2.59918, 6.63343, 3.42592], [0.44775, 7.39191, 3.32970], [1.15644, 7.43974, 1.63136], [0.39218, 5.12686, 1.25398], [-0.90729, 6.14314, 1.40655], [-0.02364, 4.87872, 3.82734], [1.26768, -3.01818, 3.59467], [1.70423, -3.86818, 2.57190], [3.14175, -4.25856, 2.87094], [3.17017, -5.18578, 3.93777], [1.90550, -2.29597, 3.68892], [1.04217, -4.73383, 2.59286], [1.68642, -3.34258, 1.60914], [3.70916, -3.34143, 3.06076], [3.61185, -4.76594, 2.02661], [2.85946, -4.68420, 4.70060], [-2.28106, -2.68002, 7.71178], [-2.99429, -1.84683, 6.79067], [-2.20998, -1.95532, 5.43654], [-1.05321, -1.15121, 5.65533], [-2.56033, -2.39753, 8.58809], [-4.03529, -2.13608, 6.62287], [-3.02008, -0.82583, 7.17412], [-2.87480, -1.54216, 4.67814], [-1.99298, -2.97031, 5.10286], [-0.70763, -1.28938, 6.54211]], "lowdin_charge": [-0.04, -0.50, -0.04, -0.14, -0.21, -0.13, -0.44, -0.03, -0.03, -0.08, -0.02, 0.09, 0.06, 0.07, 0.08, 0.08, 0.08, 0.12, 0.12, 0.12, 0.11, 0.11, 0.12, 0.06, 0.07, 0.09, 0.07, 0.07, 0.07, 0.04, 0.02, -0.46, -0.03, -0.13, -0.16, -0.13, -0.48, -0.02, -0.02, -0.09, -0.04, 0.07, 0.05, 0.07, 0.08, 0.05, 0.08, 0.11, 0.11, 0.12, 0.07, 0.10, 0.11, 0.08, 0.07, 0.07, 0.08, 0.06, 0.09, 0.09, -0.02, -0.46, -0.03, -0.13, -0.16, -0.15, -0.50, -0.05, -0.02, -0.14, 0.01, 0.08, 0.06, 0.09, 0.08, 0.07, 0.08, 0.09, 0.13, 0.11, 0.10, 0.11, 0.11, 0.08, 0.09, 0.07, 0.07, 0.08, 0.08, 0.09, -0.05, -0.49, -0.03, -0.13, -0.18, -0.13, -0.49, -0.04, -0.03, -0.10, -0.01, 0.09, 0.09, 0.08, 0.08, 0.07, 0.07, 0.12, 0.12, 0.10, 0.10, 0.10, 0.10, 0.08, 0.07, 0.07, 0.08, 0.07, 0.08, 0.07, 0.16, -0.67, 0.16, 0.03, 0.05, 0.10, 0.06, 0.07, 0.16, -0.70, 0.16, 0.01, 0.10, 0.09, 0.10, 0.12, 0.17, -0.70, 0.17, -0.01, 0.04, 0.10, 0.07, 0.11, 0.17, -0.67, 0.18, 0.00, 0.11, 0.10, 0.10, 0.09, -0.10, -0.18, -0.28, -0.05, 0.08, 0.13, 0.13, 0.10, 0.11, 0.09, -0.08, -0.26, -0.25, -0.05, 0.03, 0.13, 0.08, 0.12, 0.10, 0.09, -0.07, -0.22, -0.20, -0.11, 0.08, 0.11, 0.12, 0.09, 0.12, 0.08], "smiles": "CC1(C)CCCC(C)(C)N1O.CC1(C)CCCC(C)(C)N1O.CC1(C)CCCC(C)(C)N1O.CC1(C)CCCC(C)(C)N1O.NC(N)=O.NC(N)=O.NC(N)=O.NC(N)=O.OCCO.OCCO.OCCO", "spin_multiplicity": 1, "de_lowest_kcal_mol": 0.00, "e_homo_ev": -8.1}